# 1
A structure of composition C65H79N2O3SSb3Si3Ti at a distorted geometry. Source: the OMol25 dataset; level of theory: ωB97M-V/def2-TZVPD.

## Properties
* HOMO energy (spin up / spin down): -1.0 / -1.3 eV
* E_tot: -155009.537 eV
* spin multiplicity: 3
* LUMO (spin up / spin down): 3.790 / 3.787 eV
* charge: -2
* ΔE to the lowest compared entry with this formula, charge and spin: 1.911 eV

XYZ file:
```
157
Properties=species:S:1:pos:R:3:mulliken_charge:R:1
Ti 0.0466 -1.0658 -0.3184 -1.06
C -3.1819 -0.4213 -3.0397 -0.19
C -4.4725 0.3989 -2.9918 -0.69
C -4.6427 1.2790 -1.7453 -1.27
Sb -3.2053 2.8908 -1.6230 0.77
C -4.5650 4.1356 -0.4445 0.27
C -4.5376 5.5284 -0.5711 -0.52
C -5.1721 6.3514 0.3530 -0.56
C -5.8389 5.7954 1.4396 -0.48
C -5.8796 4.4133 1.5829 -0.66
C -5.2477 3.5966 0.6487 -0.23
C -3.7938 3.8057 -3.4956 0.45
C -2.8034 4.4928 -4.2038 -0.57
C -3.0826 5.0991 -5.4263 -0.42
C -4.3620 5.0200 -5.9605 -0.53
C -5.3595 4.3404 -5.2672 -0.57
C -5.0752 3.7403 -4.0460 -0.28
Sb -1.1285 0.6089 -3.3116 0.31
C -1.5315 0.1293 -5.3950 0.77
C -2.3559 0.9756 -6.1471 -0.25
C -2.7020 0.6663 -7.4602 -0.53
C -2.2261 -0.4990 -8.0487 -0.57
C -1.4014 -1.3482 -7.3156 -0.71
C -1.0593 -1.0374 -6.0038 -0.44
C 1.0037 1.2242 -4.2947 0.22
C 2.0194 0.5280 -4.9581 -0.42
C 3.1493 1.1639 -5.4700 -0.54
C 3.2890 2.5454 -5.3494 -0.50
C 2.2808 3.2735 -4.7251 -0.54
C 1.1689 2.6088 -4.2097 -0.18
H -3.2272 -1.1302 -3.8674 0.69
H -3.0556 -1.0040 -2.1384 -0.86
H -5.3387 -0.2763 -3.0379 0.43
H -4.5395 1.0274 -3.8879 0.14
H -4.5097 0.6764 -0.8409 0.51
H -5.6341 1.7349 -1.7045 0.64
H -4.0101 5.9782 -1.4096 0.29
H -5.1357 7.4299 0.2347 0.38
H -6.3177 6.4350 2.1723 0.35
H -6.3939 3.9714 2.4298 0.38
H -5.2867 2.5181 0.7794 0.30
H -1.7942 4.5359 -3.8043 0.12
H -2.2982 5.6166 -5.9667 0.42
H -4.5804 5.4769 -6.9189 0.35
H -6.3575 4.2700 -5.6856 0.38
H -5.8622 3.2108 -3.5172 0.26
H -2.7380 1.8943 -5.7030 0.11
H -3.3469 1.3341 -8.0222 0.45
H -2.4957 -0.7445 -9.0694 0.34
H -1.0243 -2.2581 -7.7706 0.41
H -0.4245 -1.7140 -5.4378 0.27
H 1.9378 -0.5525 -5.0775 0.16
H 3.9264 0.5858 -5.9624 0.35
H 4.1724 3.0443 -5.7327 0.34
H 2.3712 4.3531 -4.6333 0.40
H 0.4005 3.1982 -3.6991 -0.03
C 2.8616 1.8677 -1.3875 -1.31
C 1.5864 1.4189 -0.7607 1.07
O 1.3830 0.1048 -0.7672 0.24
C 0.6908 2.2513 -0.0571 1.04
C 0.9282 3.6322 0.1629 -0.95
C 0.1655 4.3728 1.0419 -1.18
C -0.8804 3.7663 1.7394 -0.98
C -1.1994 2.4424 1.4619 -0.01
C -0.4879 1.6890 0.5382 -0.31
O -0.9587 0.4913 0.1425 0.63
H 2.9580 1.4324 -2.3839 -0.15
H 3.7079 1.5132 -0.7821 -0.05
H 2.9215 2.9488 -1.4846 0.53
H 1.7506 4.1104 -0.3531 0.31
H 0.3959 5.4193 1.2030 0.37
H -1.4805 4.3302 2.4448 0.39
H -2.0781 1.9920 1.9041 0.52
C 4.5104 -2.4231 2.2609 -1.65
Sb 3.0078 -1.0698 1.4412 0.75
C 1.7319 -2.4234 0.2735 0.48
C 1.3002 -3.7920 0.7516 -0.81
C 1.9368 -4.4984 1.7814 0.36
C 1.5299 -5.7759 2.1200 -0.89
C 0.4831 -6.3604 1.4288 -0.66
C -0.0878 -5.6139 0.4113 -0.90
N 0.3017 -4.3890 0.0758 0.08
Si 2.7642 -2.8031 -1.3036 1.33
C 4.4002 -3.6396 -0.8139 -1.66
C 2.0010 -4.1566 -2.3688 -1.32
C 3.3395 -1.4356 -2.4259 -0.17
C 2.7268 -0.2818 3.6301 3.29
C 1.2557 0.0586 3.7024 -2.35
C 0.7421 0.9478 4.6608 -0.37
C -0.6202 1.0478 4.8593 -1.06
C -1.4685 0.2893 4.0718 -1.35
C -0.9039 -0.4698 3.0664 -0.31
N 0.4150 -0.5903 2.8776 1.15
Si 3.8263 1.2440 3.6392 0.76
C 3.0654 2.6058 2.6348 -0.62
C 5.5382 0.9199 2.9275 -1.14
C 4.1949 1.9548 5.3531 -1.13
Si 3.0233 -1.4183 5.1047 0.27
C 4.8370 -1.7255 5.5282 -1.12
C 2.1072 -3.0389 4.8845 -0.86
C 2.3513 -0.7261 6.7254 -1.50
H 4.9184 -3.0675 1.4870 0.53
H 4.1143 -3.0385 3.0654 0.43
H 5.3051 -1.7930 2.6637 0.35
H 2.7580 -4.0430 2.3005 0.81
H 2.0254 -6.3103 2.9242 0.39
H 0.1202 -7.3526 1.6671 0.41
H -0.9087 -6.0230 -0.1730 0.42
H 4.2492 -4.4019 -0.0382 0.34
H 5.1534 -2.9272 -0.4588 0.30
H 4.8053 -4.1407 -1.7024 0.46
H 2.2093 -5.1459 -1.9456 0.29
H 2.4521 -4.0955 -3.3683 0.37
H 0.9213 -4.0496 -2.4686 0.26
H 4.0070 -0.7310 -1.9184 0.21
H 2.4989 -0.8787 -2.8366 -0.86
H 3.8918 -1.9031 -3.2506 0.71
H 1.4265 1.5195 5.2741 0.33
H -1.0153 1.7077 5.6231 0.39
H -2.5438 0.3218 4.1944 0.56
H -1.5330 -0.9889 2.3562 0.07
H 2.9781 2.2955 1.5876 -0.20
H 3.6868 3.5078 2.6759 0.60
H 2.0556 2.8670 2.9702 0.17
H 5.4807 0.5134 1.9133 0.19
H 6.1242 0.2265 3.5410 0.28
H 6.0794 1.8722 2.8800 0.50
H 3.3087 2.3650 5.8496 0.38
H 4.9140 2.7737 5.2262 0.41
H 4.6437 1.2149 6.0247 0.26
H 5.3164 -2.4405 4.8611 0.41
H 4.8937 -2.1208 6.5497 0.46
H 5.4211 -0.7988 5.4974 0.26
H 1.7487 -3.1467 3.8566 -0.33
H 1.2299 -3.0601 5.5394 0.63
H 2.7317 -3.9090 5.1202 0.41
H 2.8514 0.1963 7.0384 0.30
H 2.5104 -1.4804 7.5053 0.41
H 1.2786 -0.5269 6.6664 0.39
S -0.2619 -1.5810 -2.5627 -0.89
C -3.5842 -2.7244 0.3312 -1.88
C -2.2559 -2.8057 1.0146 0.44
O -1.2618 -2.0952 0.5311 1.34
C -2.0982 -3.6643 2.1374 0.65
C -0.8967 -3.7419 2.8832 2.62
C -0.7694 -4.6064 3.9520 -0.52
C -1.8260 -5.4302 4.3461 -1.08
C -3.0180 -5.3740 3.6243 -0.94
C -3.1562 -4.5207 2.5449 -1.13
H -3.5920 -1.8926 -0.3569 -0.36
H -4.3916 -2.5869 1.0567 0.45
H -3.7994 -3.6346 -0.2450 0.37
H -0.0655 -3.1183 2.5891 -1.36
H 0.1764 -4.6593 4.4807 0.38
H -1.7184 -6.1022 5.1885 0.42
H -3.8485 -6.0121 3.9044 0.35
H -4.0852 -4.5291 1.9911 0.42
```


# 2
The molecule C5H7NO. Source: the OMol25 dataset; level of theory: ωB97M-V/def2-TZVPD.

## Properties
* HOMO energy: -7.0 eV
* E_tot: -8834.554 eV
* LUMO: 0.144 eV
* charge: 0
* ΔE to the lowest compared entry with this formula, charge and spin: 1.649 eV

XYZ file:
```
14
Properties=species:S:1:pos:R:3:mulliken_charge:R:1
C 0.7383 0.6404 -1.7361 -1.28
C 0.0949 0.1593 -0.4787 0.24
C 0.7384 0.2137 0.8557 -0.38
C -0.2608 -0.3666 1.7869 -0.30
N -1.2724 -0.7440 1.0927 0.06
C -1.1334 -0.4498 -0.4222 0.22
O -2.0439 -0.7798 -1.1690 -0.73
H 1.7394 0.2253 -1.9228 0.31
H 0.8451 1.7321 -1.7594 0.28
H 0.1126 0.3612 -2.5864 0.30
H 1.5851 -0.4738 0.7956 0.25
H 1.1345 1.1727 1.2231 0.37
H -0.1766 -0.4888 2.8629 0.43
H -2.1011 -1.2018 1.4576 0.23
```